The following is a quantum chemistry calculation of C14H18MnN3O7S as an isolated structure at a distorted geometry, from the OMol25 dataset.

Geometry as XYZ:
```
44
C14H18MnN3O7S | the OMol25 dataset | ωB97M-V with the def2-TZVPD basis set
Mn -3.077 0.291 0.899
N -1.692 -1.128 -0.599
C -2.097 -2.533 -0.545
C -3.050 -2.838 0.643
O -3.320 -4.011 0.896
N -3.514 -1.750 1.246
C -4.577 -1.943 2.214
C -5.223 -0.579 2.599
O -6.091 -0.551 3.455
O -4.777 0.431 1.956
H -1.478 -0.841 -1.548
H -0.860 -0.987 -0.028
H -1.242 -3.221 -0.483
H -2.663 -2.777 -1.450
H -4.212 -2.416 3.134
H -5.357 -2.596 1.803
C 3.451 -1.552 -3.593
C 3.244 -0.782 -2.325
C 2.224 -1.099 -1.431
C 2.079 -0.403 -0.243
C 2.945 0.638 0.048
C 3.953 0.980 -0.838
C 4.108 0.267 -2.010
S 2.814 1.560 1.585
O 3.778 2.626 1.507
O 2.905 0.654 2.694
N 1.318 2.253 1.600
C 0.979 2.989 0.404
C -0.497 3.396 0.415
C -1.410 2.172 0.505
O -2.241 1.943 -0.401
O -1.279 1.411 1.510
H 2.585 -2.163 -3.831
H 4.315 -2.209 -3.491
H 3.647 -0.876 -4.424
H 1.545 -1.906 -1.668
H 1.315 -0.666 0.474
H 4.603 1.798 -0.575
H 4.909 0.518 -2.692
H 0.550 1.660 1.910
H 1.188 2.390 -0.499
H 1.624 3.873 0.375
H -0.732 3.958 -0.487
H -0.689 4.020 1.289
```

As for the molar mass: 427.32 g mol⁻¹. The total energy comes out at -75774.0375 eV. As for the expectation value of S²: 8.7540. As for the total charge: -1. The value obtained for the HOMO energy (spin up / spin down) is -4.977 / -5.354 eV. Its spin multiplicity is 6. Its LUMO energy (spin up / spin down) is 0.0802 / 0.0802 Eh.

Here are the Mulliken charges for atoms 1 to 8, given in e: 0.55, -0.39, -0.45, 0.25, -0.75, -0.07, -0.32, 0.42

The following is a quantum chemistry calculation of a 10-piece molecular cluster, C56H165N28O9P9 overall at a distorted geometry, from the OMol25 dataset.

Geometry as XYZ:
```
267
C56H165N28O9P9 | the OMol25 dataset | ωB97M-V with the def2-TZVPD basis set
O -7.903 -7.890 2.985
P -7.032 -7.595 4.093
N -5.944 -8.890 4.505
C -4.585 -8.611 4.994
C -6.438 -10.233 4.651
N -7.990 -7.265 5.489
C -7.395 -7.422 6.887
C -9.479 -7.115 5.461
N -6.053 -6.242 3.930
C -6.447 -4.908 4.471
C -5.421 -6.107 2.622
H -4.456 -8.009 5.893
H -4.198 -8.082 4.124
H -3.994 -9.521 5.096
H -7.490 -10.247 4.365
H -6.341 -10.528 5.696
H -5.968 -10.864 3.897
H -6.428 -6.923 6.956
H -8.099 -7.038 7.626
H -7.432 -8.507 6.982
H -9.857 -6.408 6.199
H -9.754 -6.574 4.555
H -9.906 -8.118 5.486
H -7.325 -4.517 3.956
H -6.633 -5.057 5.534
H -5.600 -4.229 4.380
H -4.514 -5.502 2.610
H -6.216 -5.652 2.032
H -5.234 -7.101 2.216
O -5.994 8.526 3.292
P -6.705 7.214 3.574
N -6.877 6.881 5.198
C -6.277 7.721 6.207
C -7.491 5.699 5.799
N -6.013 5.797 2.825
C -6.104 5.675 1.402
C -4.868 5.092 3.429
N -8.333 7.136 2.894
C -8.839 8.427 2.515
C -9.267 6.121 3.304
H -6.453 7.442 7.246
H -6.348 8.774 5.934
H -5.203 7.753 6.024
H -7.412 4.839 5.135
H -8.519 6.009 5.983
H -7.048 5.596 6.790
H -5.847 4.661 1.094
H -7.044 5.994 0.952
H -5.308 6.250 0.927
H -4.639 4.137 2.956
H -4.062 5.807 3.265
H -5.035 4.911 4.491
H -9.266 9.034 3.314
H -8.039 8.893 1.941
H -9.827 8.274 2.080
H -9.834 6.484 4.162
H -8.757 5.179 3.504
H -10.017 6.119 2.513
O 8.952 -10.947 -5.735
P 9.931 -9.896 -5.443
N 11.189 -10.624 -4.444
C 12.531 -10.205 -4.458
C 11.050 -12.018 -4.130
N 9.309 -8.547 -4.512
C 8.025 -7.861 -4.872
C 9.512 -8.660 -3.076
N 10.660 -9.290 -6.867
C 10.674 -7.890 -7.258
C 11.372 -10.198 -7.792
H 13.108 -10.590 -3.617
H 12.604 -9.118 -4.511
H 13.094 -10.529 -5.333
H 10.660 -12.617 -4.953
H 10.398 -12.206 -3.277
H 12.040 -12.461 -4.020
H 8.277 -6.881 -5.277
H 7.653 -8.308 -5.794
H 7.323 -7.956 -4.043
H 10.450 -8.187 -2.788
H 8.781 -8.114 -2.479
H 9.376 -9.679 -2.713
H 11.387 -7.272 -6.712
H 11.051 -7.750 -8.271
H 9.727 -7.398 -7.038
H 10.694 -10.551 -8.569
H 11.693 -11.071 -7.223
H 12.295 -9.904 -8.293
O -10.638 1.535 -1.566
P -10.527 0.113 -1.275
N -10.718 -0.905 -2.634
C -11.125 -0.318 -3.947
C -10.407 -2.374 -2.682
N -11.667 -0.459 -0.196
C -11.705 -1.892 0.134
C -12.726 0.468 0.248
N -9.002 -0.415 -0.534
C -7.809 -0.515 -1.389
C -8.668 0.170 0.836
H -10.690 -0.887 -4.768
H -10.796 0.714 -4.068
H -12.194 -0.370 -4.153
H -10.073 -2.729 -3.657
H -11.165 -3.124 -2.456
H -9.620 -2.605 -1.965
H -12.404 -2.009 0.962
H -12.182 -2.466 -0.660
H -10.742 -2.206 0.537
H -12.984 0.126 1.250
H -12.306 1.460 0.410
H -13.592 0.327 -0.399
H -7.447 0.434 -1.784
H -6.951 -0.904 -0.840
H -8.004 -1.261 -2.159
H -9.419 0.014 1.611
H -8.878 1.237 0.762
H -7.632 0.003 1.133
O 0.080 -1.380 -0.100
P 0.967 -0.196 -0.151
N 1.018 0.688 1.390
C 0.385 0.211 2.556
C 1.957 1.784 1.736
N 0.471 0.862 -1.385
C 0.806 2.323 -1.295
C -0.216 0.451 -2.622
N 2.636 -0.545 -0.570
C 3.512 0.338 -1.390
C 3.022 -1.942 -0.384
H 1.051 -0.428 3.137
H -0.429 -0.506 2.451
H -0.121 1.022 3.080
H 1.824 2.266 2.705
H 1.796 2.690 1.151
H 2.961 1.388 1.582
H 1.109 2.780 -2.236
H -0.017 2.853 -0.816
H 1.674 2.476 -0.653
H -0.728 1.271 -3.125
H 0.377 0.032 -3.435
H -1.036 -0.216 -2.356
H 4.370 -0.208 -1.781
H 2.964 0.781 -2.222
H 3.953 1.224 -0.934
H 2.916 -2.448 -1.344
H 2.563 -2.603 0.352
H 4.099 -2.045 -0.253
O -4.343 -9.971 -5.601
P -3.727 -9.224 -4.484
N -2.268 -9.907 -3.859
C -1.719 -11.071 -4.494
C -1.393 -9.425 -2.834
N -4.842 -8.999 -3.169
C -5.147 -10.231 -2.385
C -5.951 -8.124 -3.471
N -3.263 -7.594 -4.871
C -4.084 -6.902 -5.964
C -2.938 -6.674 -3.874
H -2.339 -11.967 -4.463
H -0.815 -11.451 -4.018
H -1.424 -10.840 -5.518
H -0.933 -8.455 -3.021
H -0.671 -10.164 -2.486
H -2.152 -9.208 -2.083
H -5.550 -10.963 -3.085
H -4.216 -10.543 -1.911
H -5.923 -10.107 -1.630
H -5.510 -7.129 -3.520
H -6.392 -8.441 -4.417
H -6.666 -8.177 -2.650
H -3.936 -7.493 -6.867
H -5.077 -6.871 -5.515
H -3.729 -5.884 -6.125
H -3.815 -6.085 -3.606
H -2.147 -6.095 -4.350
H -2.343 -7.028 -3.032
O 7.768 0.596 -6.425
P 7.645 1.152 -7.817
N 5.986 1.348 -8.201
C 5.221 2.409 -7.587
C 5.178 0.080 -8.238
N 8.228 0.164 -9.110
C 8.266 0.577 -10.516
C 9.269 -0.918 -8.913
N 8.349 2.763 -8.016
C 8.860 3.417 -6.747
C 7.999 3.684 -9.060
H 4.521 2.902 -8.261
H 5.874 2.985 -6.932
H 4.523 1.861 -6.953
H 4.946 -0.188 -7.207
H 5.783 -0.690 -8.716
H 4.199 0.137 -8.714
H 7.996 -0.304 -11.098
H 7.506 1.313 -10.780
H 9.256 0.961 -10.764
H 9.296 -1.272 -7.883
H 8.942 -1.772 -9.506
H 10.306 -0.620 -9.071
H 9.516 2.641 -6.353
H 9.526 4.233 -7.025
H 7.987 3.699 -6.158
H 8.012 3.175 -10.024
H 8.715 4.491 -9.212
H 6.957 4.004 -9.058
O 4.289 4.495 9.367
P 4.204 5.848 9.948
N 5.281 7.025 9.442
C 6.736 6.698 9.611
C 5.059 7.793 8.251
N 4.212 5.690 11.710
C 4.302 4.297 12.368
C 4.613 6.836 12.567
N 2.647 6.478 9.768
C 1.640 5.867 8.870
C 2.247 7.809 10.355
H 7.267 6.520 8.676
H 6.793 5.773 10.186
H 7.270 7.417 10.233
H 5.345 7.225 7.365
H 5.699 8.675 8.256
H 4.013 8.094 8.191
H 5.290 4.120 12.793
H 3.717 4.224 13.284
H 4.049 3.554 11.612
H 4.029 7.723 12.324
H 4.274 6.696 13.594
H 5.662 7.008 12.325
H 1.996 4.881 8.573
H 0.635 5.777 9.283
H 1.470 6.383 7.924
H 3.067 8.525 10.414
H 1.865 7.694 11.370
H 1.583 8.369 9.697
O 3.336 9.682 -1.165
P 4.152 9.518 0.038
N 3.336 9.760 1.521
C 3.000 11.121 1.980
C 2.339 8.758 1.903
N 5.437 10.685 0.077
C 5.844 11.099 -1.207
C 6.427 10.646 1.093
N 4.959 8.033 0.088
C 5.519 7.302 1.270
C 5.210 7.383 -1.185
H 2.102 11.475 1.473
H 3.745 11.827 1.613
H 2.836 11.230 3.052
H 2.224 7.955 1.174
H 1.486 9.206 2.412
H 2.711 8.178 2.747
H 6.581 10.384 -1.572
H 4.987 11.005 -1.875
H 6.232 12.116 -1.273
H 6.101 10.125 1.993
H 7.316 10.101 0.775
H 6.749 11.651 1.367
H 4.644 6.970 1.829
H 5.865 6.296 1.032
H 6.250 7.781 1.920
H 5.743 8.024 -1.888
H 4.250 7.061 -1.588
H 5.928 6.568 -1.102
C -2.124 9.827 -1.254
C -2.909 10.295 -2.396
N -3.576 10.627 -3.278
H -1.249 10.418 -1.521
H -1.907 8.760 -1.315
H -2.270 10.187 -0.235
```

As for the molar mass: 1653.89 g mol⁻¹. The total energy comes out at -204498.6886 eV. The SMILES is CN(C)P(=O)(N(C)C)N(C)C.CN(C)P(=O)(N(C)C)N(C)C.CN(C)P(=O)(N(C)C)N(C)C.CN(C)P(=O)(N(C)C)N(C)C.CN(C)P(=O)(N(C)C)N(C)C.CN(C)P(=O)(N(C)C)N(C)C.CN(C)P(=O)(N(C)C)N(C)C.CN(C)P(=O)(N(C)C)N(C)C.CN(C)P(=O)(N(C)C)N(C)C.CC#N. The value obtained for the HOMO energy is -8.247 eV. Its LUMO energy is -0.0012 Eh.

Here are the Mulliken charges for atoms 1 to 8, given in e: -0.84, 0.23, 0.24, -0.91, -1.14, 0.36, -0.96, -1.06

Which of these has the lowest molar mass? C14H18MnN3O7S